## w
Molecular formula: C7H14N2
Method: DFT, ωB97M-V/def2-TZVPD

Atoms and positions in Å:
H 2.045 2.754 0.048
N 1.260 2.332 0.550
C 0.389 1.888 -0.266
C -1.042 1.734 -0.567
C -0.079 0.764 -1.141
C 0.205 -0.526 -0.460
C -0.806 -1.615 -0.789
C 1.641 -0.980 -0.689
C 0.000 -0.218 1.376
N -1.355 -0.325 1.837
H -1.454 2.487 -1.228
H -1.706 1.508 0.259
H 0.189 0.838 -2.190
H -0.713 -1.922 -1.839
H -0.642 -2.505 -0.173
H -1.832 -1.270 -0.636
H 1.865 -1.091 -1.757
H 1.832 -1.946 -0.211
H 2.345 -0.241 -0.289
H 0.532 0.575 1.896
H 0.554 -1.102 1.698
H -1.715 -1.271 1.842
H -1.511 0.130 2.728

Output
orbital gap = 8.660 eV
net charge = 0
HOMO level = -7.8 eV
lowest unoccupied orbital energy = 0.90 eV
SMILES string = [H]/N=C1/C[C@@H]1C(C)(C)CN

natural (NBO) population analysis, charges in e, atoms 1 to 4: number 1, H, carries 0.3766; number 2, N, carries -0.7470; number 3, C, carries 0.4508; number 4, C, carries -0.5227

---

## x
Molecular formula: C7H14N2
Method: DFT, ωB97M-V/def2-TZVPD

Atoms and positions in Å:
C -0.206 2.273 -0.380
C -1.291 1.451 -1.257
C -0.613 0.867 -2.571
C -1.310 -0.422 0.463
C 1.262 -0.744 0.126
C 0.065 -1.879 2.048
C 1.355 -1.987 2.657
H 0.030 3.323 -0.712
H -0.106 2.046 0.916
H 0.820 1.704 -0.543
H -2.157 2.047 -1.714
H -0.055 -0.321 -2.215
H -1.380 0.391 -3.184
H -0.013 1.610 -3.403
H -2.285 -0.923 1.008
H 2.032 0.133 0.522
H 0.760 -0.554 -0.864
H 1.658 -1.800 0.213
H -0.644 -2.668 2.610
H 2.339 -1.164 2.370
H 1.478 -2.797 3.433
N -1.718 0.367 -0.449
N -0.021 -0.953 0.928

Output
orbital gap = 9.098 eV
net charge = 0
HOMO level = -8.2 eV
lowest unoccupied orbital energy = 0.87 eV

natural (NBO) population analysis, charges in e, atoms 1 to 4: number 1, C, carries -0.6458; number 2, C, carries -0.0791; number 3, C, carries -0.6015; number 4, C, carries 0.3302

---

## y
Molecular formula: C7H14N2
Method: DFT, ωB97M-V/def2-TZVPD

Atoms and positions in Å:
H 1.966 0.666 -2.384
N 1.850 1.347 -1.634
C 0.676 1.314 -1.093
C -0.427 0.295 -1.413
C -0.819 -0.144 -0.018
C -1.118 -1.616 0.133
C -1.861 0.744 0.616
C 0.743 0.242 0.770
C 1.768 -0.864 0.677
N 0.682 1.068 1.726
H 1.434 0.963 2.408
H 0.284 2.230 -0.656
H -1.251 0.765 -1.953
H -0.001 -0.531 -1.990
H -1.188 -1.883 1.188
H -0.371 -2.245 -0.344
H -2.081 -1.834 -0.334
H -1.534 1.782 0.614
H -2.796 0.675 0.055
H -2.042 0.449 1.646
H 1.819 -1.277 -0.329
H 2.750 -0.479 0.943
H 1.517 -1.665 1.374

Output
orbital gap = 9.626 eV
net charge = 0
HOMO level = -9.1 eV
lowest unoccupied orbital energy = 0.53 eV
SMILES string = [H]/N=C\CC(C)(C)/C(C)=N/[H]

natural (NBO) population analysis, charges in e, atoms 1 to 4: number 1, H, carries 0.3264; number 2, N, carries -0.6203; number 3, C, carries 0.1308; number 4, C, carries -0.4969

---

Which of them is most stable, and which least? Most stable: y; least stable: x.

---

## w
Molecular formula: C3H4O3
Method: DFT, ωB97M-V/def2-TZVPD

Atoms and positions in Å:
O 0.956 -1.295 1.015
C 0.457 -0.403 0.065
C -1.063 0.035 -0.647
O -0.510 1.337 -0.700
C 0.244 1.012 0.472
O 0.300 1.633 1.483
H 1.887 -1.502 0.807
H 0.978 -0.487 -0.884
H -1.934 0.057 0.018
H -1.316 -0.387 -1.629

Output
orbital gap = 11.059 eV
net charge = 0
HOMO level = -10.6 eV
lowest unoccupied orbital energy = 0.45 eV

natural (NBO) population analysis, charges in e, atoms 1 to 4: number 1, O, carries -0.6855; number 2, C, carries -0.0014; number 3, C, carries -0.0781; number 4, O, carries -0.5234

---

## x
Molecular formula: C3H4O3
Method: DFT, ωB97M-V/def2-TZVPD

Atoms and positions in Å:
O 0.197 1.302 -0.016
C 1.093 0.362 -0.166
C 0.779 -0.974 -0.056
O -1.132 -0.324 -0.744
C -1.123 0.562 0.262
O -1.420 0.450 1.438
H 2.072 0.736 -0.459
H 1.442 -1.724 -0.471
H 0.095 -1.294 0.735
H -2.003 0.904 -0.523

Output
orbital gap (alpha / beta) = 7.574 / 7.078 eV
net charge = 0
HOMO level (alpha / beta) = -9.4 / -9.2 eV
lowest unoccupied orbital energy (alpha / beta) = -1.84 / -2.15 eV

natural (NBO) population analysis, charges in e, atoms 1 to 4: number 1, O, carries -0.4586; number 2, C, carries 0.2980; number 3, C, carries -0.4537; number 4, O, carries -0.4500

---

## y
Molecular formula: C3H4O3
Method: DFT, ωB97M-V/def2-TZVPD

Atoms and positions in Å:
O -1.524 -1.721 -0.956
C -0.622 -1.017 -0.669
C 0.730 -0.488 -0.671
C -0.124 0.346 0.326
O -0.004 0.083 1.668
O -0.453 1.628 -0.059
H 1.488 -1.132 -0.230
H 1.081 0.019 -1.563
H 0.811 0.472 2.022
H -1.382 1.812 0.133

Output
orbital gap = 8.669 eV
net charge = 0
HOMO level = -8.1 eV
lowest unoccupied orbital energy = 0.60 eV
SMILES string = O=C1CC1(O)O

natural (NBO) population analysis, charges in e, atoms 1 to 4: number 1, O, carries -0.4636; number 2, C, carries 0.6131; number 3, C, carries -0.5863; number 4, C, carries 0.3852

---

Which of them is most stable, and which least? Most stable: w; least stable: x.